[1]
Formula: CH2I3P
Source: OMol25
Level of theory: ωB97M-V/def2-TZVPD

Values from the calculation:
highest occupied orbital energy (alpha / beta): -0.2232 / -0.3437 Ha
expectation value of S²: 2.01
spin multiplicity: 3
orbital gap (alpha / beta): 0.2261 / 0.1994 Eh

The geometry in XYZ format:
```
7
Properties=species:S:1:pos:R:3:forces:R:3
C 0.1591 0.6458 0.2242 -1.04 0.24 1.23
P -0.0644 -1.3771 -0.0394 1.17 2.03 -0.02
I 1.9731 1.1969 -0.9030 1.88 0.46 -1.13
I 0.5383 0.3975 2.3947 0.07 0.20 0.10
I -0.9078 -1.5928 -2.2762 -0.23 -0.09 -0.82
H -1.2163 -0.8982 0.4489 -2.09 -0.39 0.85
H -0.4819 1.6279 0.1509 0.26 -2.45 -0.22
```
Positions in Å, forces in eV/Å.

Here are the Mulliken charges for atoms 1 to 6, given in e: -0.7953, 0.1063, 0.2564, 0.0018, -0.1008, 0.1312



[2]
Formula: CH2INS
Source: OMol25
Level of theory: ωB97M-V/def2-TZVPD

Values from the calculation:
highest occupied orbital energy: -0.3262 Ha
orbital gap: 0.3257 Eh
structure (SMILES): C#[N+][S-].I

The geometry in XYZ format:
```
6
Properties=species:S:1:pos:R:3:forces:R:3
C -0.3424 0.6702 1.4550 0.72 0.94 -0.90
N 0.3071 1.6273 1.3625 -0.43 -0.10 -0.10
S 1.0751 2.9686 1.1896 0.72 0.97 -0.30
H -0.6596 0.0280 2.1795 -1.01 -1.82 1.28
I 0.5553 -0.3744 -2.2648 0.05 -0.45 1.07
H 0.4873 0.2619 -3.6814 -0.05 0.47 -1.05
```
Positions in Å, forces in eV/Å.

So, what does the Mulliken scheme give us? The charges, in e, come out as: -0.1789, 0.0121, -0.1397, 0.3068, -0.0861, 0.0859



[3]
Formula: CH2LiO3
Source: OMol25
Level of theory: ωB97M-V/def2-TZVPD

Values from the calculation:
highest occupied orbital energy: -0.5900 Ha
net charge: +1
orbital gap: 0.3784 Eh

The geometry in XYZ format:
```
7
Properties=species:S:1:pos:R:3:forces:R:3
H -1.8814 -0.2783 -0.3223 -0.54 -0.07 -0.63
O 0.8225 -0.0960 0.5915 0.83 -0.84 3.04
C -0.1698 0.4931 -0.0077 6.87 -1.59 -4.56
O 0.3820 1.3755 -0.7242 -1.28 2.03 0.42
O -0.9508 -0.4354 -0.5354 -3.65 0.05 1.37
Li 0.2853 -1.9089 1.1118 0.29 0.37 -0.19
H 1.5122 0.8499 -0.1137 -2.51 0.05 0.55
```
Positions in Å, forces in eV/Å.

Here are the Mulliken charges for atoms 1 to 6, given in e: 0.3738, -0.7373, 0.7789, -0.4675, -0.4217, 0.9379



| no. | largest force on an atom (eV/A) |
| --- | --- |
| 1 | 2.5 |
| 2 | 2.4 |
| 3 | 8.4 |